No. 1
{
  "formula": "C4H11N2O",
  "method": "ωB97M-V/def2-TZVPD",
  "symbols": ["C", "C", "N", "C", "C", "N", "O", "H", "H", "H", "H", "H", "H", "H", "H", "H", "H", "H"],
  "coordinates": [[2.1436, -0.9866, 0.6354], [0.6574, -1.2736, 0.9272], [-0.2553, -0.7357, -0.0741], [-0.4687, 0.7691, 0.1924], [-1.6584, 0.9762, -0.6752], [-1.4748, 2.0214, -1.5165], [-2.5791, 0.1409, -0.6146], [2.1729, -0.0701, -0.0479], [2.7379, -1.2171, 1.5060], [2.5346, -1.7278, -0.0049], [0.4159, -0.8323, 1.8603], [0.4426, -2.3540, 1.0209], [-1.3343, -0.9161, 0.2338], [-0.0296, -0.9139, -1.0324], [-0.8328, 0.8313, 1.3131], [0.4486, 1.3514, -0.0932], [-0.6402, 2.5822, -1.4347], [-2.2803, 2.3547, -2.1958]],
  "lowdin_charge": [-0.040, -0.210, 0.028, -0.045, -0.534, 0.186, 0.057, 0.105, 0.093, 0.058, 0.108, 0.145, 0.220, 0.178, 0.197, 0.143, 0.108, 0.203],
  "homo_energy_ha": -0.5553,
  "total_charge": 1,
  "smiles": "CC[NH2+]CC(N)=O",
  "lumo_energy_ev": -3.157,
  "gap_ha": 0.43930,
  "e_above_lowest_kcal_mol": 51.6
}

---

No. 2
{
  "formula": "C4H11N2O",
  "method": "ωB97M-V/def2-TZVPD",
  "symbols": ["C", "C", "C", "N", "N", "C", "O", "H", "H", "H", "H", "H", "H", "H", "H", "H", "H", "H"],
  "coordinates": [[1.6396, 0.4300, -0.3529], [0.2763, 0.3748, 0.3483], [0.2732, -0.1111, 1.8663], [-0.5789, 1.4012, 0.1961], [-0.3573, -1.0737, -0.5234], [-1.1695, -1.2971, -1.4974], [-2.2766, -0.7078, -1.8669], [1.4914, 0.8086, -1.4376], [2.0871, -0.4812, -0.3440], [2.1783, 1.0994, 0.2890], [0.8540, 0.7244, 2.4966], [-0.7872, -0.1094, 2.1748], [0.6125, -1.1830, 1.9386], [-0.2189, 2.1880, -0.3790], [-0.9686, 1.7834, 1.0612], [0.6052, -1.5080, -0.7698], [-0.9067, -2.1181, -2.0841], [-2.7537, -0.2205, -1.1157]],
  "lowdin_charge": [-0.008, -0.503, -0.016, 0.103, 0.138, -0.196, 0.138, 0.142, 0.043, 0.098, 0.145, 0.079, 0.097, 0.138, 0.120, 0.157, 0.140, 0.185],
  "homo_energy_ha": -0.5444,
  "total_charge": 1,
  "smiles": "CC(C)(N)/[NH+]=C\\O",
  "lumo_energy_ev": -3.608,
  "gap_ha": 0.41187,
  "e_above_lowest_kcal_mol": 62.2
}

---

No. 3
{
  "formula": "C4H11N2O",
  "method": "ωB97M-V/def2-TZVPD",
  "symbols": ["C", "N", "C", "N", "C", "C", "O", "H", "H", "H", "H", "H", "H", "H", "H", "H", "H", "H"],
  "coordinates": [[2.3019, -0.5492, 0.2693], [1.0205, -0.0415, -0.2042], [-0.0743, -0.9470, -0.6225], [-1.0209, 0.1494, -0.4347], [-2.2518, -0.1792, 0.4170], [0.0610, 0.9602, 0.2955], [0.3650, 2.1909, -0.0959], [3.0553, 0.2650, 0.2711], [2.3320, -1.0417, 1.2833], [2.7239, -1.3000, -0.3375], [-0.1833, -1.1858, -1.7388], [-0.2959, -1.7523, 0.0930], [-1.2858, 0.7486, -1.2459], [-1.8703, -0.8744, 1.1960], [-2.5986, 0.7777, 0.7611], [-2.9866, -0.5006, -0.3732], [-0.2230, 1.0827, 1.3154], [0.9311, 2.1973, -0.8488]],
  "lowdin_charge": [-0.044, -0.085, -0.077, -0.071, 0.060, -0.340, 0.124, 0.103, 0.106, 0.072, 0.170, 0.142, 0.208, 0.122, 0.097, 0.130, 0.165, 0.118],
  "homo_energy_ha": -0.5098,
  "total_charge": 1,
  "smiles": "CN1C[N@@H+](C)[C@@H]1O",
  "lumo_energy_ev": -3.162,
  "gap_ha": 0.39361,
  "e_above_lowest_kcal_mol": 75.0
}

---

No. 4
{
  "formula": "C4H11N2O",
  "method": "ωB97M-V/def2-TZVPD",
  "symbols": ["C", "C", "C", "C", "N", "O", "N", "H", "H", "H", "H", "H", "H", "H", "H", "H", "H", "H"],
  "coordinates": [[2.5184, -1.7813, -4.2660], [2.7340, -0.4753, -3.6825], [-0.2691, -0.4877, 3.2906], [-1.0426, 0.2258, 2.3258], [-3.9720, 1.8477, 3.5272], [-1.5187, 1.3523, 2.4201], [1.9769, -0.0217, -2.7377], [3.6716, 0.0423, -3.8748], [1.7644, -2.4441, -3.8631], [1.5449, -0.6637, -5.3003], [3.3370, -2.2176, -4.8238], [0.2806, -1.3332, 2.9099], [-0.3774, -0.3780, 4.3663], [-3.9899, 2.7316, 4.0195], [-4.5815, 1.1384, 3.9036], [-3.0338, 1.6302, 3.2074], [1.9316, 0.9968, -2.7211], [-0.9744, -0.1626, 1.2989]],
  "lowdin_charge": [0.017, -0.420, 0.378, -0.218, 0.125, 0.113, 0.029, 0.111, 0.057, 0.268, 0.054, 0.110, 0.123, 0.048, 0.043, -0.030, 0.044, 0.148],
  "homo_energy_ha": -0.4206,
  "total_charge": 1,
  "lumo_energy_ev": -9.412,
  "gap_ha": 0.07469,
  "e_above_lowest_kcal_mol": 262.4
}

---

No. 5
{
  "formula": "C4H11N2O",
  "method": "ωB97M-V/def2-TZVPD",
  "symbols": ["C", "C", "N", "O", "H", "H", "H", "H", "H", "C", "C", "N", "H", "H", "H", "H", "H", "H"],
  "coordinates": [[-1.2834, 1.5602, 0.5099], [-0.0610, 1.2261, 1.3070], [0.7652, 2.2351, 1.6189], [0.1864, 0.0759, 1.7209], [-1.9042, 2.2866, 1.0310], [-1.8529, 0.6438, 0.3732], [-1.0287, 1.9747, -0.4661], [1.5353, 2.0447, 2.2329], [0.5945, 3.1550, 1.2622], [-0.1326, -2.0014, -1.3045], [0.2301, -1.2482, -2.3250], [0.6228, -1.8766, -0.0366], [-0.9145, -2.7428, -1.2712], [-0.3003, -1.2712, -3.2631], [1.0825, -0.5853, -2.2342], [1.6170, -1.7324, -0.2526], [0.2945, -1.0302, 0.5525], [0.5494, -2.7141, 0.5447]],
  "lowdin_charge": [0.009, -0.538, 0.198, -0.019, 0.099, 0.086, 0.094, 0.127, 0.121, -0.136, 0.068, 0.167, 0.121, 0.082, 0.083, 0.168, 0.100, 0.169],
  "homo_energy_ha": -0.5292,
  "total_charge": 1,
  "lumo_energy_ev": -2.975,
  "gap_ha": 0.41986,
  "e_above_lowest_kcal_mol": 21.5
}

---

No. 6
{
  "formula": "C4H11N2O",
  "method": "ωB97M-V/def2-TZVPD",
  "symbols": ["C", "C", "C", "N", "C", "N", "O", "H", "H", "H", "H", "H", "H", "H", "H", "H", "H", "H"],
  "coordinates": [[0.7285, 1.7718, -1.1513], [0.1760, 0.3520, -1.0175], [-0.3506, 0.0771, 0.4169], [0.5774, 0.3557, 1.5200], [-0.7189, -1.4055, 0.6927], [-1.1974, -2.1878, -0.2767], [-0.4342, -1.8189, 1.8042], [1.4878, 1.9551, -0.3868], [-0.0134, 2.5627, -1.0361], [1.1859, 1.9327, -2.1249], [-0.7399, 0.2585, -1.6046], [0.8516, -0.4275, -1.3626], [-1.2990, 0.6002, 0.5647], [1.4844, -0.0846, 1.3136], [0.2600, -0.2450, 2.3224], [0.8254, 1.3285, 1.5812], [-1.6899, -1.8353, -1.0760], [-1.1338, -3.1897, -0.1793]],
  "lowdin_charge": [-0.077, -0.180, -0.217, 0.209, -0.470, 0.218, 0.071, 0.067, 0.091, 0.089, 0.118, 0.126, 0.174, 0.188, 0.170, 0.162, 0.122, 0.140],
  "homo_energy_ha": -0.5491,
  "total_charge": 1,
  "smiles": "CC[C@H]([NH3+])C(N)=O",
  "lumo_energy_ev": -3.297,
  "gap_ha": 0.42794,
  "e_above_lowest_kcal_mol": 18.8
}

---

No. 7
{
  "formula": "C4H11N2O",
  "method": "ωB97M-V/def2-TZVPD",
  "symbols": ["N", "C", "C", "C", "N", "C", "O", "H", "H", "H", "H", "H", "H", "H", "H", "H", "H", "H"],
  "coordinates": [[-0.0600, -0.7293, -1.9066], [-0.9108, 0.4867, -1.7512], [-0.4453, 1.2755, -0.4922], [-0.2980, 0.4564, 0.8203], [-0.6821, -1.1751, 0.7049], [1.1206, 0.4619, 1.2582], [1.6904, -0.5110, 1.8415], [0.9088, -0.5949, -2.2742], [-0.6399, -1.3680, -2.4969], [-0.9022, 0.9228, -2.7336], [-1.9242, 0.1838, -1.3520], [0.2968, 2.0749, -0.5597], [-1.3149, 1.8934, -0.2184], [-0.9190, 1.0111, 1.7253], [-0.3730, -1.7121, 1.5327], [-1.6725, -1.1009, 0.6071], [-0.3513, -1.2136, -0.4664], [1.7639, 1.2393, 0.9048]],
  "lowdin_charge": [-0.010, -0.188, -0.150, -0.188, 0.164, -0.179, 0.044, 0.143, 0.132, 0.120, 0.137, 0.123, 0.115, 0.216, 0.150, 0.107, 0.142, 0.122],
  "homo_energy_ha": -0.5316,
  "total_charge": 1,
  "smiles": "NCC[C@@H]([NH3+])C=O",
  "lumo_energy_ev": -3.875,
  "gap_ha": 0.38919,
  "e_above_lowest_kcal_mol": 80.6
}

---

No. 8
{
  "formula": "C4H11N2O",
  "method": "ωB97M-V/def2-TZVPD",
  "symbols": ["C", "C", "N", "H", "H", "H", "H", "H", "H", "C", "N", "C", "O", "H", "H", "H", "H", "H"],
  "coordinates": [[-0.6857, 0.9728, -0.5088], [-3.1373, 0.9934, -0.8360], [-2.0082, 1.5710, -0.8459], [-0.5652, 1.1490, 0.5558], [0.0317, 1.4798, -1.1445], [-0.7106, -0.0838, -0.7494], [-3.1730, -0.0271, -0.4716], [-4.0296, 1.5421, -1.1088], [-1.9606, 2.5542, -1.1051], [2.5782, -1.6887, -0.3058], [1.4440, -1.3446, 0.3584], [1.3842, -0.5185, 1.5537], [3.7120, -1.4767, 0.0280], [2.3614, -2.2386, -1.2371], [0.6641, -1.9297, 0.1451], [2.1399, -0.8666, 2.2556], [0.4267, -0.6313, 2.0613], [1.5281, 0.5432, 1.3553]],
  "lowdin_charge": [0.013, 0.190, 0.012, 0.097, 0.117, 0.092, 0.133, 0.132, 0.179, -0.382, -0.047, -0.090, 0.060, 0.131, 0.109, 0.094, 0.083, 0.077],
  "homo_energy_ha": -0.4654,
  "total_charge": 1,
  "lumo_energy_ev": -5.527,
  "gap_ha": 0.26231,
  "e_above_lowest_kcal_mol": 61.3
}